Here is a structure of composition C14H32N4O6Tl at a distorted geometry from the Open Molecules 2025 dataset. Energies are from the ωB97M-V functional and the def2-TZVPD basis.

Geometry (Å):
Tl  -4.80899  -2.59166  -19.85275
O  -4.52275  -4.25324  -17.37960
C  -5.01347  -5.52152  -17.56759
C  -5.06025  -6.10296  -19.05865
O  -5.77936  -5.46755  -20.08206
H  -5.99879  -5.46337  -17.10512
H  -4.52252  -6.16689  -16.83920
H  -5.08523  -7.19043  -19.12863
H  -4.00579  -6.01075  -19.31883
C  -4.08312  -5.67617  -23.31923
C  -2.89812  -4.98334  -22.60739
O  -3.06119  -4.24412  -21.61125
N  -1.73078  -5.10426  -23.24957
C  -0.46691  -4.45256  -22.88597
H  -4.97436  -5.06377  -23.18229
H  -4.21456  -6.69882  -22.96565
H  -3.98889  -5.81020  -24.39684
H  -1.76077  -5.57161  -24.14443
H  -0.55238  -3.44358  -22.48254
H  0.01234  -4.40186  -23.86363
H  0.14290  -5.02707  -22.18871
C  -7.85390  -3.32741  -23.48565
C  -6.41578  -2.88671  -23.52744
O  -5.82941  -2.60444  -22.47988
N  -5.95895  -2.84434  -24.72887
C  -4.63068  -2.34683  -25.22714
H  -8.20121  -3.65825  -24.46444
H  -8.54133  -2.48936  -23.37061
H  -8.00283  -4.18390  -22.82813
H  -6.56048  -3.19697  -25.45956
H  -4.28791  -1.55811  -24.55740
H  -4.86686  -1.92870  -26.20566
H  -3.91142  -3.16405  -25.28102
C  0.09157  -1.58219  -19.08053
C  -1.08051  -2.34622  -18.53420
O  -2.06032  -2.68657  -19.25119
N  -1.28751  -2.71928  -17.18831
C  -0.35786  -2.64791  -15.97594
H  -0.02232  -0.49998  -19.01774
H  0.27815  -1.94080  -20.09280
H  1.03363  -1.89751  -18.63200
H  -2.13352  -3.18822  -16.89771
H  -0.01989  -3.62857  -15.64102
H  -0.94697  -2.30851  -15.12397
H  0.44406  -1.94563  -16.20363
C  -8.01714  -0.84272  -16.11794
C  -6.96639  -1.69747  -16.71495
O  -6.26322  -1.35670  -17.74102
N  -6.54668  -2.84398  -16.08889
C  -6.97443  -3.40411  -14.82477
H  -8.36579  -0.04981  -16.77963
H  -7.52289  -0.29170  -15.31782
H  -8.80034  -1.37714  -15.58027
H  -5.85146  -3.43002  -16.52858
H  -6.34883  -3.18215  -13.96022
H  -6.91261  -4.49219  -14.80625
H  -7.94900  -2.97795  -14.58662

Computed properties:
* E_HOMO (alpha / beta): -14.4 / -14.3 eV
* multiplicity: 2
* net charge: +2
* maximum force: 4.21 eV Å⁻¹
* M: 556.82 g mol⁻¹
* relative energy (zero: lowest compared OMol25 entry of this formula, charge and spin): 46.8 kJ/mol
* frontier orbital gap (alpha / beta): 6.2 / 3.4 eV



Here is a structure of composition C14H32NO3P2SiSn at a distorted geometry from the Open Molecules 2025 dataset. Energies are from the ωB97M-V functional and the def2-TZVPD basis.

Geometry (Å):
Sn  0.07984  0.21812  0.34089
P  -2.33376  0.09741  -0.43090
C  -2.26470  0.75917  -2.15489
C  -0.85099  1.27925  -2.48635
N  0.22066  1.23524  -1.63588
C  1.48868  1.45463  -2.07723
C  1.66364  2.15359  -3.25700
C  0.54818  2.44551  -4.04414
C  -0.69627  1.95942  -3.67286
C  2.70311  1.04701  -1.24280
P  2.44374  -0.49259  -0.26909
H  -1.58034  2.03434  -4.29568
H  2.66043  2.50369  -3.52938
H  0.64727  2.93006  -5.00470
H  3.59728  0.87442  -1.87601
H  2.94931  1.85847  -0.53669
H  -2.50786  -0.03812  -2.87200
H  -3.03577  1.58061  -2.20953
H  -1.69540  -2.69983  -3.24383
O  -2.27145  -3.06208  -3.91434
H  -2.27983  -2.26498  -4.53350
H  -0.31927  -3.76207  -0.73560
O  0.49188  -3.78775  -1.20799
H  0.27856  -4.37771  -1.96985
C  2.94801  -1.80059  -1.39943
H  3.89065  -1.54941  -1.90322
H  3.05653  -2.72980  -0.83001
H  2.16102  -1.93426  -2.15415
C  3.67265  -0.43097  1.06268
H  3.55080  -1.33007  1.69004
H  4.68291  -0.44574  0.62713
H  3.54955  0.48332  1.66459
C  -3.02224  1.57706  0.42830
H  -4.06333  1.73306  0.11301
H  -3.04747  1.50537  1.52680
H  -2.43482  2.47594  0.18782
C  -3.63692  -1.16782  -0.36950
H  -3.88677  -1.46478  0.66214
H  -4.55317  -0.75974  -0.82350
H  -3.29940  -2.04748  -0.94181
C  1.52722  -0.68271  4.01646
Si  0.05270  0.44229  3.58724
C  -1.48421  -0.64630  3.97579
C  0.04003  1.99084  4.62779
O  0.13181  1.21447  2.09978
H  1.63838  -0.80428  5.10782
H  2.47539  -0.26086  3.65826
H  1.44872  -1.70391  3.61443
H  -1.61117  -0.80557  5.06389
H  -2.41297  -0.17062  3.62520
H  -1.43702  -1.65679  3.53741
H  0.92029  2.57894  4.34111
H  -0.83872  2.58415  4.34809
H  0.04466  1.86043  5.71519

Computed properties:
* E_HOMO: -8.2 eV
* net charge: +1
* maximum force: 4.35 eV Å⁻¹
* M: 471.16 g mol⁻¹
* frontier orbital gap: 4.7 eV



Here is a structure of composition C14H32O14V2 at a distorted geometry from the Open Molecules 2025 dataset. Energies are from the ωB97M-V functional and the def2-TZVPD basis.

Geometry (Å):
O  5.63661  1.75591  -2.39417
V  4.57828  0.94869  -1.51226
O  3.74589  2.03167  -0.62204
O  1.25841  1.24317  0.68768
V  1.36114  -0.28411  0.78528
O  0.16006  -0.90803  -0.09904
C  3.29771  -1.46612  2.16206
O  3.31639  -0.21409  2.00278
O  2.25661  -2.08501  1.81363
O  4.33707  -2.03124  2.19091
C  3.36169  -1.43140  -1.77344
O  3.44022  -2.56476  -1.43004
O  2.79074  -0.52693  -1.16168
O  4.26507  -1.03568  -2.47390
C  -3.22866  -1.49598  -0.81065
C  -2.94294  -0.01454  -0.51269
C  -2.08003  0.74593  -1.51347
O  -4.19174  0.59050  -0.51345
H  -4.14573  -1.88449  -0.36779
H  -2.33557  -2.00964  -0.45480
H  -3.35625  -1.52730  -1.89271
H  -2.43805  0.10057  0.44644
H  -2.67660  1.16753  -2.32246
H  -1.34032  0.10762  -1.99669
H  -1.65069  1.55072  -0.91675
H  -4.16114  1.48216  -0.15904
C  -0.65017  6.15431  0.30217
C  0.04776  4.78587  0.68198
C  0.84359  4.88116  1.98209
O  -0.92118  3.76912  0.80734
H  -1.40719  6.02805  -0.47184
H  0.10391  6.88440  0.00820
H  -0.94567  6.52189  1.28485
H  0.61212  4.41585  -0.17399
H  0.30732  5.03510  2.91847
H  1.54110  5.71270  1.88154
H  1.63651  4.13641  2.05075
H  -0.72540  3.17851  1.53839
C  0.54527  -1.79757  -4.17204
C  0.19185  -2.86389  -3.11770
C  -1.08589  -3.75034  -3.47999
O  1.21149  -3.77166  -3.09033
H  0.67869  -2.26193  -5.14912
H  1.35608  -1.24277  -3.69995
H  -0.28402  -1.09351  -4.24041
H  -0.06966  -2.45987  -2.13971
H  -1.85084  -3.10235  -3.90784
H  -1.44330  -4.15979  -2.53517
H  -0.86667  -4.51131  -4.22897
H  1.99744  -3.25426  -2.90013
C  0.08672  -2.28681  4.29052
C  -0.62270  -1.56794  3.17318
C  -2.17654  -1.46439  3.18431
O  0.02990  -0.43193  2.80759
H  0.20051  -1.54297  5.07908
H  1.05094  -2.74946  4.07999
H  -0.58826  -3.07239  4.63020
H  -0.31402  -2.21833  2.35477
H  -2.51567  -0.56305  3.69488
H  -2.63524  -2.33625  3.65074
H  -2.57100  -1.38991  2.17092
H  -0.02594  0.14415  3.57350

Computed properties:
* E_HOMO (alpha / beta): -5.5 / -5.5 eV
* multiplicity: 2
* net charge: -1
* maximum force: 10.61 eV Å⁻¹
* M: 526.28 g mol⁻¹
* frontier orbital gap (alpha / beta): 6.1 / 5.3 eV



Here is a structure of composition C14H33As3ClFeNO4 at a distorted geometry from the Open Molecules 2025 dataset. Energies are from the ωB97M-V functional and the def2-TZVPD basis.

Geometry (Å):
Fe  -0.90002  -1.01296  -1.65746
C  -2.33982  -0.20816  1.96814
As  -0.91722  -1.01296  0.86174
C  -0.71762  -2.57696  2.05834
C  0.52128  0.15764  1.60984
C  2.01008  -0.05286  1.19554
C  2.44838  -1.49476  1.51784
C  2.28198  0.24004  -0.31706
As  1.53748  -1.01296  -1.67466
C  3.03828  -2.30306  -1.73226
C  2.20798  0.01284  -3.22146
C  2.92878  0.87604  2.07094
As  2.79808  2.88464  2.23734
C  1.13668  3.10834  3.28714
C  2.06788  3.52534  0.52144
H  -2.03052  -0.18156  3.03484
H  -3.26472  -0.81436  1.87554
H  -2.53982  0.82514  1.62164
H  -0.54472  -2.24956  3.10254
H  0.11408  -3.23066  1.73214
H  -1.64842  -3.17886  2.01404
H  0.43888  0.08584  2.71484
H  0.23098  1.17414  1.29764
H  1.87088  -2.22436  0.92894
H  2.29598  -1.72626  2.59454
H  3.52448  -1.64426  1.27924
H  3.37718  0.26904  -0.50316
H  1.87728  1.22364  -0.58006
H  4.00948  -1.76826  -1.76806
H  2.93718  -2.92796  -2.64336
H  3.02398  -2.97446  -0.85286
H  3.28188  0.25864  -3.08766
H  1.62848  0.95364  -3.31716
H  2.08278  -0.58986  -4.14446
H  3.97698  0.70064  1.74334
H  2.88178  0.53254  3.12794
H  1.27198  2.64504  4.28614
H  0.24768  2.67674  2.80204
H  0.95118  4.19384  3.41874
H  2.79248  3.32404  -0.29426
H  1.91998  4.62314  0.59294
H  1.08308  3.07094  0.30424
O  0.27098  1.05724  -3.72766
Cl  -0.90002  0.44714  -3.11756
O  -2.07102  1.05724  -3.72766
O  -0.90002  -1.00036  -3.56606
O  -0.90002  0.89564  -1.67006
C  -6.01892  0.28254  -1.08106
C  -5.46822  -1.01776  -1.64086
C  -4.00052  -1.01396  -1.64966
N  -2.84022  -1.01296  -1.65746
H  -7.11332  0.26374  -1.08136
H  -5.69292  1.14044  -1.67946
H  -5.68142  0.44454  -0.05156
H  -5.84432  -1.16396  -2.65936
H  -5.83282  -1.85686  -1.03826
H  -0.90002  -2.69936  -1.65746

Computed properties:
* E_HOMO (alpha / beta): -6.0 / -8.1 eV
* multiplicity: 5
* net charge: 0
* maximum force: 8.36 eV Å⁻¹
* M: 595.49 g mol⁻¹
* frontier orbital gap (alpha / beta): 6.4 / 8.1 eV